15
Properties=species:S:1:pos:R:3:forces:R:3 method="wB97M-V/def2-TZVPD" e_above_lowest_kj_mol=99.2 lumo_energy_ev=1.067 energy_ev=-4778.46765 smiles=CNC.C
C 2.2707 -1.7287 -1.4987 -1.10 0.33 -0.36
H 2.4859 -0.7388 -1.0642 -0.22 -0.47 0.01
H 3.2047 -2.1968 -1.7419 0.46 -0.21 -0.29
H 1.7397 -2.4028 -0.7963 0.18 0.62 -0.35
H 1.6525 -1.5777 -2.4299 0.66 -0.26 1.00
C -0.3158 1.1549 -0.3401 -0.96 1.25 -2.56
N -0.7369 0.1011 0.5269 1.79 -0.33 -2.41
C -1.5705 0.5861 1.5576 -0.74 -0.23 0.63
H 0.0636 2.0419 0.1725 0.55 0.02 0.16
H -1.2116 1.5521 -0.8801 0.29 -0.13 0.35
H 0.3380 0.8839 -1.2309 -0.39 -0.12 1.55
H 0.0924 -0.4964 0.5726 -0.96 -0.07 1.55
H -2.4377 1.0962 1.0733 0.46 -0.44 0.30
H -1.9457 -0.2911 2.0912 -0.10 0.43 0.41
H -1.1303 1.3476 2.2327 0.08 -0.38 0.00

=====

217
Properties=species:S:1:pos:R:3:forces:R:3 method="wB97M-V/def2-TZVPD" e_above_lowest_kj_mol=0.0 lumo_energy_ev=2.097 charge=-1 energy_ev=-98462.36080
C 21.9301 -3.8586 -9.0590 -1.90 0.64 1.21
C 22.7889 -2.6031 -9.0325 1.74 0.57 -0.18
O 23.3895 -2.3780 -7.9503 -0.35 -0.23 0.77
O 22.9402 -1.9098 -10.0651 -0.88 -0.47 -0.37
H 21.6697 -4.0911 -8.0172 0.87 -0.62 0.08
H 22.3060 -4.7165 -9.6090 -0.01 0.07 -0.17
H 20.8990 -3.5716 -9.3178 0.29 -0.17 -1.14
C 17.0066 -4.7356 -14.3351 0.09 -0.69 -0.02
C 18.1213 -4.0084 -15.0890 1.30 0.85 -0.19
C 17.7557 -2.5177 -15.1905 -1.52 1.14 0.17
C 17.9906 -1.7041 -13.9234 0.24 -0.81 1.22
C 19.4168 -1.8754 -13.4005 -0.32 -0.13 -0.54
C 19.8918 -3.3245 -13.2965 -0.20 -0.63 0.52
N 19.4651 -4.1038 -14.4761 0.28 0.31 -0.73
O 19.8273 -5.4796 -14.3640 -0.17 0.56 0.49
C 21.4249 -3.3653 -13.2409 -0.41 0.39 0.50
C 19.3114 -3.9563 -12.0200 0.02 -0.44 0.29
C 18.3475 -4.4661 -16.5425 -0.90 -1.36 0.49
H 16.6587 -4.1588 -13.4790 -0.28 0.18 -0.22
H 17.3076 -5.6984 -13.9106 0.32 0.02 -0.21
H 16.1935 -4.9884 -15.0189 -0.18 0.32 0.10
H 18.1065 -1.9745 -16.0706 0.70 -0.43 -0.01
H 16.6665 -2.4990 -15.3451 0.03 -0.11 -0.14
H 17.2956 -2.0704 -13.1528 0.10 -0.14 0.00
H 17.7837 -0.6317 -13.9106 -0.14 -0.02 -0.84
H 19.4436 -1.4557 -12.3945 0.47 0.24 -0.12
H 20.0799 -1.3430 -14.0891 0.14 0.12 0.23
H 21.7643 -2.9077 -12.3037 0.02 0.15 -0.08
H 21.8006 -4.3871 -13.2354 -0.03 -0.01 -0.27
H 21.8036 -2.7866 -14.0832 0.26 -0.21 -0.04
H 19.3168 -3.3225 -11.1299 0.19 0.26 -0.20
H 18.2817 -4.2735 -12.1746 -0.02 0.03 0.03
H 19.8937 -4.8388 -11.7334 -0.10 -0.04 0.04
H 18.5751 -5.5351 -16.6024 0.17 0.04 0.29
H 19.1985 -3.9422 -16.9614 -0.23 0.31 -0.20
H 17.4025 -4.3935 -17.0917 0.23 0.54 -0.26
H 19.5152 -5.7233 -13.4767 0.07 -0.38 -0.11
C 15.6241 -3.4082 -8.0278 0.75 -0.86 0.05
C 16.1563 -2.3838 -6.9957 -0.66 -0.87 -0.74
C 17.6204 -2.6597 -6.6300 -0.14 0.09 0.02
C 18.6056 -2.3600 -7.7495 -0.56 1.21 -0.22
C 18.3749 -0.9200 -8.2461 -0.05 -0.42 -0.77
C 16.9123 -0.5220 -8.5459 0.18 -0.86 -0.12
N 16.0760 -0.9983 -7.4456 0.75 0.85 1.14
O 14.7413 -0.5598 -7.5693 -0.46 -0.29 -0.63
C 16.8783 1.0117 -8.6154 0.08 -0.89 0.39
C 16.4816 -1.1065 -9.9024 -0.32 0.52 -1.23
C 15.2587 -2.5638 -5.7739 0.20 0.08 1.10
H 16.4050 -3.8257 -8.6704 -0.01 0.64 -0.33
H 14.8009 -3.0034 -8.6112 -0.05 -0.11 0.00
H 15.3307 -4.3342 -7.5197 -0.48 0.28 0.23
H 17.7960 -1.9730 -5.7952 0.40 -0.23 0.12
H 17.7185 -3.6952 -6.2933 -0.07 0.06 0.16
H 18.4838 -2.9849 -8.6371 -0.03 -0.45 0.31
H 19.6443 -2.4107 -7.4227 -0.02 -0.31 0.06
H 18.8314 -0.8863 -9.2418 0.44 0.42 0.21
H 18.8536 -0.1840 -7.6003 -0.05 -0.02 0.10
H 17.7063 1.3010 -9.2616 -0.25 0.32 -0.22
H 15.9017 1.3504 -8.9535 0.13 0.27 -0.16
H 17.0966 1.3798 -7.6117 -0.13 0.19 -0.02
H 15.4110 -0.9577 -10.0754 -0.04 -0.09 0.27
H 16.9437 -0.5680 -10.7423 0.17 0.22 0.30
H 16.7019 -2.1463 -10.1490 0.11 -0.12 0.67
H 15.5741 -3.4001 -5.1395 0.31 -0.13 -0.36
H 14.2217 -2.7971 -6.0097 -0.04 0.42 -0.23
H 15.3210 -1.7043 -5.0983 -0.18 0.13 -0.22
H 14.6365 0.1363 -6.9139 0.18 -0.06 0.08
C 21.3279 -3.6662 -4.1229 -0.31 0.21 -0.25
C 22.3704 -3.0492 -3.1764 -0.63 0.01 -0.31
C 22.8137 -4.1602 -2.1980 0.27 -0.18 1.13
C 24.3295 -4.2752 -2.0489 -0.09 -0.34 -1.08
C 25.0250 -2.9423 -2.1209 -0.98 0.86 0.55
C 24.8011 -2.2111 -3.4678 0.18 -0.09 0.50
N 23.4997 -2.6249 -4.0147 1.07 -1.49 -0.04
O 23.1389 -1.7669 -5.0586 -0.50 0.06 0.27
C 24.8137 -0.6885 -3.2398 -0.40 -0.18 0.95
C 25.9573 -2.6296 -4.3621 -0.61 -0.11 -1.61
C 21.7232 -1.8767 -2.4313 0.16 1.21 -0.12
H 20.6563 -4.3241 -3.5677 0.06 -0.07 0.02
H 21.8236 -4.2226 -4.9207 0.02 -0.20 0.13
H 20.6916 -2.9257 -4.6142 0.18 0.17 0.05
H 22.3660 -3.9822 -1.2114 0.07 0.42 -0.06
H 22.4061 -5.1518 -2.4159 0.05 0.10 -0.63
H 24.6547 -4.8438 -2.9289 0.27 -0.06 0.17
H 24.6597 -4.8285 -1.1684 -0.29 -0.06 0.08
H 26.0729 -3.1099 -1.8742 0.16 0.45 -0.28
H 24.5929 -2.2658 -1.3674 0.22 -0.27 0.30
H 24.8683 -0.0861 -4.1405 0.18 -0.12 -0.09
H 23.8768 -0.4549 -2.7280 -0.04 0.19 -0.21
H 25.5654 -0.4132 -2.4936 0.39 0.02 -0.39
H 25.7580 -2.3803 -5.4136 0.01 0.51 0.21
H 26.8695 -2.1271 -4.0470 0.15 -0.21 0.04
H 26.0637 -3.7159 -4.4548 0.18 -0.02 0.66
H 20.6612 -1.9542 -2.1864 0.09 -0.61 0.20
H 21.7543 -0.9852 -3.0695 0.06 -0.20 -0.19
H 22.2904 -1.5868 -1.5427 -0.13 -0.24 0.15
H 23.0338 -2.3527 -5.8256 0.28 0.32 -0.61
C 21.1857 3.4860 -10.3902 -0.42 0.75 -0.09
C 21.7215 2.0735 -10.6430 0.94 -0.27 0.47
C 20.8794 1.2860 -11.6446 -1.51 1.41 -0.65
C 21.0600 1.7269 -13.1083 1.37 0.05 0.74
C 22.5420 1.7091 -13.5030 -0.72 -1.26 0.31
C 23.4685 2.3751 -12.4884 0.28 1.89 -1.35
N 23.1156 2.0563 -11.1186 -0.02 -1.33 -0.74
O 24.0525 2.5281 -10.2045 -0.11 0.39 0.08
C 24.9230 1.9988 -12.8206 -0.21 -1.19 1.69
C 23.3667 3.9043 -12.7309 -0.13 0.98 -0.18
C 21.7272 1.3006 -9.3235 -0.87 -1.24 -0.25
H 20.9215 4.0808 -11.2698 0.12 -0.33 -0.23
H 21.9016 4.1099 -9.8463 0.09 -0.22 0.12
H 20.2762 3.4754 -9.7824 0.08 -0.26 0.09
H 20.8513 0.2080 -11.5056 0.65 -0.04 0.07
H 19.8541 1.6481 -11.4686 -0.10 -0.47 0.47
H 20.7471 2.7706 -13.1998 -0.58 -0.20 -0.16
H 20.5036 1.0403 -13.7443 -0.21 0.35 -0.22
H 22.6330 2.1796 -14.4840 0.39 -0.01 0.03
H 22.8024 0.6466 -13.5913 0.31 0.11 -0.08
H 25.5986 2.6919 -12.3217 0.17 0.13 -0.39
H 25.0922 1.0410 -12.3130 0.12 0.00 -0.16
H 25.1420 1.8296 -13.8712 -0.20 0.49 -0.15
H 23.9819 4.3301 -13.5325 0.17 -0.64 -0.15
H 22.3566 4.2269 -12.9977 -0.06 -0.04 0.35
H 23.7068 4.4814 -11.8630 -0.23 -0.09 0.11
H 20.7306 0.8713 -9.1397 -0.25 0.68 0.11
H 22.0418 1.8523 -8.4434 0.25 0.02 -0.08
H 22.2586 0.3573 -9.4770 0.72 0.31 0.22
H 23.9563 3.4962 -10.1651 0.01 -0.05 0.05
C 19.0604 -10.2200 -10.6745 0.40 -0.20 0.38
C 17.8918 -9.1946 -10.5681 2.71 -0.74 -0.15
C 16.9611 -9.7374 -9.4974 -2.17 0.49 -0.71
C 15.9972 -8.6568 -8.9765 0.90 0.23 1.24
C 16.8459 -7.5207 -8.4009 0.38 0.08 -0.27
C 17.7802 -6.8804 -9.4456 0.21 -0.25 -0.19
N 18.5482 -7.9868 -10.0429 -0.48 -0.28 1.39
O 19.5949 -7.5090 -10.8476 -0.21 0.10 -0.64
C 16.9850 -6.0779 -10.4884 -0.71 0.22 0.15
C 18.7955 -6.0332 -8.6771 -0.16 0.57 -0.26
C 17.3365 -9.0583 -11.9751 -1.67 0.07 0.08
H 19.8727 -9.9758 -11.3627 -0.58 0.20 -0.58
H 18.6574 -11.2049 -10.9191 0.13 -0.03 -0.02
H 19.6349 -10.2756 -9.7414 -0.58 -0.14 0.29
H 16.3000 -10.4928 -9.9404 0.40 -0.22 -0.18
H 17.4368 -10.2177 -8.6455 0.51 0.23 -0.10
H 15.4435 -9.0842 -8.1362 -0.28 -0.02 -0.19
H 15.2820 -8.2588 -9.6952 0.06 -0.26 -0.26
H 17.5338 -7.8952 -7.6348 -0.26 -0.24 0.12
H 16.2466 -6.7383 -7.9281 -0.06 0.04 -0.14
H 17.0548 -4.9949 -10.3768 0.33 -0.08 0.03
H 17.2456 -6.3480 -11.5091 0.19 0.12 0.02
H 15.9159 -6.2794 -10.3650 -0.01 -0.11 -0.17
H 18.3141 -5.5399 -7.8284 0.01 0.01 -0.02
H 19.6012 -6.6619 -8.3107 0.06 -0.09 0.20
H 19.2336 -5.2537 -9.3014 0.07 -0.08 -0.02
H 16.8515 -9.9729 -12.3344 0.55 -0.31 0.14
H 18.1163 -8.7645 -12.6714 -0.06 0.20 -0.03
H 16.4734 -8.3813 -11.9961 0.40 0.40 -0.10
H 20.3952 -7.7695 -10.3765 -0.03 0.08 0.00
C 26.6144 -3.9797 -8.1354 1.14 1.25 0.93
C 26.7095 -4.2698 -9.6268 -0.33 -0.44 0.17
C 25.6019 -5.2918 -9.9033 0.26 -0.59 -0.93
C 25.2016 -5.4624 -11.3875 -0.11 0.28 1.19
C 25.0468 -4.1149 -12.0762 -1.09 -1.08 -0.21
C 26.1568 -3.1001 -11.8178 -0.41 -0.59 -0.73
N 26.3708 -3.0485 -10.3671 -0.14 0.47 0.12
O 27.2723 -2.0022 -10.0312 -0.09 -0.40 -0.35
C 27.4150 -3.4650 -12.6372 0.94 -0.21 0.51
C 25.6297 -1.7825 -12.3790 0.20 0.30 -0.28
C 28.0849 -4.8822 -9.9520 0.48 0.00 -0.12
H 25.7105 -3.4337 -7.8545 -0.41 -0.58 -0.18
H 27.3875 -3.2878 -7.7651 0.16 0.04 -0.60
H 26.8512 -4.8547 -7.5231 -0.69 -0.33 -0.21
H 25.9638 -6.2868 -9.6208 -0.04 0.14 0.58
H 24.7201 -5.0430 -9.3133 0.00 0.12 0.02
H 24.2300 -5.9587 -11.3012 -0.02 -0.06 -0.56
H 25.8677 -6.1565 -11.9063 0.17 0.17 -0.03
H 24.0696 -3.7159 -11.7843 0.28 0.39 0.40
H 24.8777 -4.3519 -13.1344 0.55 0.50 -0.19
H 27.6820 -4.5244 -12.6568 -0.50 -0.10 -0.07
H 27.3956 -3.0990 -13.6623 -0.23 0.04 0.01
H 28.3110 -3.0370 -12.1678 -0.06 0.31 -0.23
H 26.4309 -1.0416 -12.4295 -0.18 0.19 0.28
H 25.3423 -1.9689 -13.4192 0.03 -0.09 -0.01
H 24.7340 -1.4081 -11.8823 0.23 -0.03 0.44
H 28.5093 -5.4337 -9.1095 -0.25 0.04 0.13
H 28.8285 -4.1170 -10.1904 -0.04 0.02 0.02
H 28.0666 -5.5840 -10.7879 -0.15 0.10 -0.08
H 28.0815 -2.2141 -10.5233 0.14 0.21 0.16
C 25.6053 -9.3269 -4.3772 0.11 -0.89 -0.44
C 24.4572 -8.3630 -4.6802 0.11 -0.44 -0.54
C 25.0285 -7.3007 -5.6345 0.51 1.40 1.35
C 23.9238 -6.3365 -6.0586 0.36 -0.94 -0.48
C 23.0188 -7.1738 -6.9840 0.31 1.49 0.12
C 22.4090 -8.3646 -6.2488 -0.47 -0.47 -0.70
N 23.4542 -9.0609 -5.5017 0.82 -0.43 -0.30
O 22.8986 -10.1863 -4.8254 -0.19 0.34 0.40
C 21.1989 -7.8966 -5.4270 0.11 -0.57 1.03
C 21.8923 -9.3548 -7.2957 -0.61 -0.43 -0.39
C 23.9405 -7.8031 -3.3464 -0.04 0.68 0.38
H 25.2607 -10.2912 -3.9899 -0.10 0.17 0.23
H 26.3177 -8.9435 -3.6483 -0.10 0.28 -0.02
H 26.1513 -9.5673 -5.2940 0.01 0.11 0.00
H 25.8277 -6.7623 -5.0988 -0.31 0.06 0.30
H 25.6100 -7.6950 -6.4693 -0.62 -0.49 -0.25
H 24.3570 -5.4616 -6.5452 -0.28 0.02 -0.16
H 23.3711 -6.0077 -5.1778 0.02 0.19 0.01
H 23.6200 -7.4257 -7.8619 -0.02 -0.51 0.10
H 22.2372 -6.5153 -7.3740 -0.30 -0.25 0.08
H 20.3621 -7.5625 -6.0387 0.26 0.37 -0.17
H 20.7897 -8.7224 -4.8333 0.20 -0.14 -0.13
H 21.5027 -7.1607 -4.6805 -0.24 0.37 -0.31
H 21.1671 -8.8582 -7.9449 0.08 0.20 -0.14
H 22.6713 -9.8008 -7.9178 0.21 0.32 0.09
H 21.3319 -10.1983 -6.8826 0.14 0.14 0.37
H 24.3847 -8.2994 -2.4826 0.04 -0.14 -0.10
H 22.8635 -7.8336 -3.1874 -0.02 -0.23 -0.34
H 24.2179 -6.7515 -3.2619 0.04 -0.02 0.05
H 23.5766 -10.8575 -4.9449 -0.13 -0.11 -0.15